(1)
A molecular structure, C13H65BrN2O24S. Source: the OMol25 dataset; level of theory: ωB97M-V/def2-TZVPD.

Calculated values
HOMO-LUMO gap, eV: 8.4
E_HOMO, eV: -9.23
Total charge: 0
DFT total energy, Eh: -5421.82423

Positions of all 106 atoms, in Å:
C (-0.294, 4.282, -0.175)
C (0.043, 3.697, -1.541)
C (0.509, 2.210, -1.581)
C (0.529, 1.441, -0.259)
C (-0.812, 1.084, 0.338)
C (-1.948, 1.423, -0.331)
C (-3.229, 1.115, 0.190)
N (-4.405, 1.382, -0.384)
S (-5.516, 0.814, 0.640)
N (-4.600, 0.254, 1.805)
C (-3.331, 0.475, 1.435)
C (-2.157, 0.128, 2.130)
C (-0.923, 0.402, 1.622)
C (0.237, -0.048, 2.471)
Br (1.281, -1.393, 1.447)
C (1.078, 1.063, 3.061)
C (2.319, 0.597, 3.813)
H (0.389, 3.993, 0.616)
H (-0.231, 5.367, -0.244)
H (-1.313, 4.072, 0.127)
H (0.830, 4.307, -1.975)
H (-0.820, 3.780, -2.196)
H (1.536, 2.210, -1.934)
H (-0.059, 1.624, -2.296)
H (1.166, 1.970, 0.439)
H (1.032, 0.502, -0.464)
H (-1.923, 1.928, -1.279)
H (-2.251, -0.363, 3.087)
H (-0.185, -0.600, 3.301)
H (1.375, 1.807, 2.335)
H (0.436, 1.578, 3.771)
H (2.070, 0.169, 4.779)
H (2.959, 1.452, 4.003)
H (2.911, -0.112, 3.244)
O (-1.453, 3.267, 3.086)
H (-2.251, 3.801, 3.194)
H (-1.668, 2.664, 2.365)
O (4.533, -2.740, 1.044)
H (3.732, -2.208, 1.125)
H (4.339, -3.352, 0.327)
O (1.913, 6.091, -2.477)
H (2.857, 6.036, -2.658)
H (1.602, 6.833, -3.010)
O (2.462, -1.403, -1.998)
H (1.950, -1.338, -1.182)
H (3.253, -0.884, -1.822)
O (1.811, -4.291, -3.135)
H (2.745, -4.379, -3.354)
H (1.764, -3.417, -2.733)
O (-1.799, -2.958, 1.994)
H (-1.379, -3.827, 1.976)
H (-1.057, -2.342, 2.003)
O (-4.238, -3.768, 3.646)
H (-3.422, -3.400, 3.281)
H (-4.419, -3.235, 4.425)
O (-3.962, 4.817, 3.695)
H (-3.713, 5.738, 3.542)
H (-4.667, 4.875, 4.351)
O (0.517, -3.236, -5.457)
H (-0.441, -3.142, -5.453)
H (0.717, -3.620, -4.592)
O (-2.239, 5.654, 6.098)
H (-2.364, 4.899, 6.681)
H (-2.579, 5.353, 5.245)
O (4.882, -4.061, -2.959)
H (5.822, -4.140, -3.159)
H (4.790, -3.181, -2.574)
O (-1.984, -3.312, -3.782)
H (-2.943, -3.219, -3.766)
H (-1.764, -3.685, -2.920)
O (3.801, -3.388, -5.620)
H (2.842, -3.249, -5.621)
H (3.996, -3.797, -4.770)
O (4.273, -6.834, -1.521)
H (4.680, -6.093, -1.983)
H (4.001, -6.467, -0.672)
O (-6.707, 4.889, 5.086)
H (-7.498, 5.425, 5.211)
H (-6.956, 4.260, 4.399)
O (-5.286, 7.691, 5.435)
H (-5.844, 6.939, 5.216)
H (-5.058, 7.567, 6.362)
O (0.559, 8.521, -2.041)
H (-0.393, 8.540, -1.902)
H (0.918, 8.175, -1.217)
O (-0.202, -1.007, -2.644)
H (-0.873, -1.577, -3.041)
H (0.613, -1.519, -2.695)
O (-5.647, 0.244, -3.662)
H (-6.567, 0.249, -3.382)
H (-5.171, 0.652, -2.928)
O (3.981, -0.409, -6.435)
H (4.120, -1.365, -6.393)
H (4.866, -0.036, -6.404)
O (2.941, -9.399, 0.216)
H (3.340, -8.659, -0.257)
H (2.664, -9.024, 1.057)
O (1.415, 0.528, -5.153)
H (2.121, -0.035, -5.496)
H (0.804, -0.088, -4.735)
O (0.089, -5.408, 2.905)
H (-0.400, -6.060, 3.418)
H (1.014, -5.621, 3.063)
O (4.790, -6.954, 1.708)
H (5.183, -7.834, 1.686)
H (5.541, -6.357, 1.771)

(2)
6 unconnected molecules or ions with the total composition C23H50O16S5Si. Source: the OMol25 dataset; level of theory: ωB97M-V/def2-TZVPD.

Calculated values
HOMO-LUMO gap, eV: 9.6
E_HOMO, eV: -9.35
Total charge: 0
Structure (SMILES): O=C(C[SiH3])c1ccccc1.CCOS(C)(=O)=O.CCOS(C)(=O)=O.CCOS(C)(=O)=O.CCOS(C)(=O)=O.CCOS(C)(=O)=O
DFT total energy, Eh: -4390.56391

Positions of all 95 atoms, in Å:
O (-3.032, -0.372, 1.218)
C (-3.338, -0.758, 0.115)
C (-4.643, -1.449, -0.100)
Si (-4.470, -3.355, -0.193)
C (-2.404, -0.481, -1.021)
C (-2.199, -1.316, -2.115)
C (-1.280, -0.970, -3.094)
C (-0.569, 0.221, -3.008)
C (-0.789, 1.079, -1.940)
C (-1.697, 0.720, -0.956)
H (-5.201, -1.047, -0.942)
H (-5.231, -1.266, 0.793)
H (-5.296, -3.862, -1.298)
H (-4.959, -3.903, 1.086)
H (-3.048, -3.719, -0.342)
H (-2.738, -2.244, -2.205)
H (-1.115, -1.643, -3.921)
H (0.151, 0.474, -3.770)
H (-0.232, 1.999, -1.873)
H (-1.852, 1.382, -0.120)
C (1.986, 6.027, 0.862)
C (2.665, 6.207, -0.481)
O (3.765, 5.292, -0.678)
S (3.421, 3.781, -1.020)
C (5.036, 3.280, -1.496)
O (2.546, 3.751, -2.152)
O (3.052, 3.096, 0.182)
H (1.480, 5.065, 0.928)
H (1.245, 6.813, 1.010)
H (2.717, 6.074, 1.670)
H (1.959, 6.107, -1.306)
H (3.112, 7.197, -0.548)
H (5.321, 3.818, -2.396)
H (4.991, 2.209, -1.689)
H (5.727, 3.489, -0.683)
C (-5.772, -6.344, 5.552)
C (-5.635, -5.087, 6.387)
O (-5.132, -3.967, 5.631)
S (-6.136, -3.233, 4.638)
C (-5.152, -1.807, 4.331)
O (-7.314, -2.870, 5.364)
O (-6.243, -3.992, 3.431)
H (-6.542, -6.234, 4.789)
H (-6.043, -7.185, 6.190)
H (-4.835, -6.571, 5.044)
H (-6.580, -4.811, 6.858)
H (-4.905, -5.239, 7.180)
H (-5.046, -1.245, 5.255)
H (-5.674, -1.215, 3.584)
H (-4.185, -2.121, 3.947)
C (0.634, -0.476, 5.457)
C (1.367, -0.911, 4.203)
O (2.033, 0.181, 3.540)
S (3.389, 0.726, 4.171)
C (3.894, 1.697, 2.797)
O (4.283, -0.378, 4.353)
O (3.084, 1.586, 5.273)
H (1.326, -0.144, 6.229)
H (0.053, -1.309, 5.853)
H (-0.040, 0.353, 5.237)
H (2.088, -1.703, 4.413)
H (0.660, -1.293, 3.469)
H (4.094, 1.042, 1.955)
H (4.797, 2.226, 3.093)
H (3.107, 2.404, 2.558)
C (-7.868, -4.607, -6.593)
C (-6.917, -5.674, -6.088)
O (-5.546, -5.224, -6.046)
S (-5.124, -4.244, -4.868)
C (-3.383, -4.357, -5.095)
O (-5.484, -4.846, -3.620)
O (-5.545, -2.914, -5.180)
H (-7.935, -3.771, -5.900)
H (-8.866, -5.030, -6.716)
H (-7.529, -4.215, -7.552)
H (-7.209, -6.038, -5.101)
H (-6.911, -6.525, -6.764)
H (-3.063, -5.373, -4.880)
H (-2.928, -3.657, -4.396)
H (-3.144, -4.076, -6.116)
C (10.116, 7.265, -1.894)
C (9.078, 6.313, -2.451)
O (9.455, 4.926, -2.303)
S (9.325, 4.273, -0.860)
C (9.515, 2.595, -1.352)
O (7.993, 4.493, -0.381)
O (10.444, 4.656, -0.059)
H (10.199, 7.178, -0.812)
H (9.842, 8.292, -2.133)
H (11.097, 7.053, -2.318)
H (8.100, 6.473, -1.995)
H (8.969, 6.458, -3.524)
H (8.677, 2.312, -1.982)
H (9.528, 1.998, -0.442)
H (10.458, 2.492, -1.881)

(3)
7 unconnected molecules or ions with the total composition C7H28O7 at a distorted geometry. Source: the OMol25 dataset; level of theory: ωB97M-V/def2-TZVPD.

Calculated values
Spin multiplicity: 2
HOMO-LUMO gap (spin up / spin down), eV: 9.8 / 2.9
E_HOMO (spin up / spin down), eV: -12.90 / -12.90
Total charge: +1
⟨S²⟩: 0.75
DFT total energy, Eh: -809.63150

Positions of all 42 atoms, in Å:
C (6.051, 21.800, 4.900)
O (7.283, 21.248, 4.722)
H (5.233, 21.098, 4.735)
H (5.809, 21.963, 5.950)
H (5.875, 22.759, 4.412)
H (7.335, 20.995, 3.797)
C (4.821, 17.293, 7.338)
O (5.388, 18.573, 7.289)
H (4.050, 17.193, 6.575)
H (5.625, 16.562, 7.247)
H (4.253, 17.044, 8.234)
H (5.867, 18.747, 6.475)
C (2.961, 19.074, 4.772)
O (1.924, 20.022, 5.006)
H (2.614, 18.041, 4.745)
H (3.377, 19.171, 3.769)
H (3.777, 19.196, 5.484)
H (1.994, 20.029, 5.964)
C (2.520, 20.508, 9.064)
O (3.001, 19.722, 7.919)
H (1.443, 20.345, 9.043)
H (2.847, 19.995, 9.969)
H (2.807, 21.546, 8.900)
H (3.943, 19.883, 7.820)
C (5.613, 17.935, 1.061)
O (4.634, 17.612, 2.135)
H (5.877, 18.992, 1.086)
H (6.402, 17.278, 1.427)
H (5.428, 17.701, 0.013)
H (3.906, 18.152, 1.820)
C (-0.360, 16.827, 4.124)
O (0.472, 15.677, 4.137)
H (0.220, 17.662, 4.517)
H (-0.673, 16.970, 3.089)
H (-1.113, 16.919, 4.907)
H (1.282, 15.738, 3.625)
C (-0.981, 20.488, 3.163)
O (0.398, 20.810, 2.863)
H (-1.354, 19.875, 2.343)
H (-1.089, 20.020, 4.142)
H (-1.672, 21.331, 3.198)
H (0.904, 20.297, 3.497)

(4)
12 unconnected molecules or ions with the total composition C36H96O12 at a distorted geometry. Source: the OMol25 dataset; level of theory: ωB97M-V/def2-TZVPD.

Calculated values
HOMO-LUMO gap, eV: 9.6
E_HOMO, eV: -9.25
Total charge: 0
Structure (SMILES): CC(C)O.CC(C)O.CC(C)O.CC(C)O.CC(C)O.CC(C)O.CC(C)O.CC(C)O.CC(C)O.CC(C)O.CC(C)O.CC(C)O
DFT total energy, Eh: -2332.03886

Positions of all 144 atoms, in Å:
C (4.065, -3.427, 1.568)
C (4.300, -2.291, 2.528)
C (3.242, -2.335, 3.634)
O (5.548, -2.505, 3.162)
H (3.847, -4.417, 1.978)
H (4.916, -3.654, 0.924)
H (3.187, -3.263, 0.938)
H (4.309, -1.371, 1.944)
H (2.248, -2.056, 3.277)
H (3.443, -1.621, 4.433)
H (3.133, -3.326, 4.075)
H (5.458, -3.323, 3.658)
C (-3.842, 2.022, 3.520)
C (-4.538, 1.414, 2.320)
C (-3.794, 1.903, 1.043)
O (-4.531, -0.018, 2.407)
H (-4.327, 1.682, 4.435)
H (-3.944, 3.108, 3.507)
H (-2.773, 1.820, 3.443)
H (-5.514, 1.888, 2.196)
H (-4.322, 1.416, 0.221)
H (-2.785, 1.502, 0.938)
H (-3.821, 2.974, 0.847)
H (-4.857, -0.339, 1.556)
C (5.005, 0.980, -1.600)
C (6.509, 1.271, -1.803)
C (7.012, 0.766, -3.141)
O (6.675, 2.680, -1.834)
H (4.527, 1.341, -0.690)
H (4.789, -0.089, -1.686)
H (4.346, 1.289, -2.415)
H (7.001, 0.821, -0.938)
H (6.859, -0.309, -3.233)
H (8.076, 0.975, -3.254)
H (6.536, 1.278, -3.978)
H (6.689, 3.051, -0.948)
C (1.398, 1.042, -1.354)
C (0.328, 0.128, -0.697)
C (0.971, -1.170, -0.142)
O (-0.169, 0.831, 0.408)
H (1.026, 2.028, -1.641)
H (1.908, 0.531, -2.170)
H (2.171, 1.341, -0.643)
H (-0.405, -0.038, -1.490)
H (1.706, -0.927, 0.625)
H (1.483, -1.778, -0.891)
H (0.184, -1.864, 0.159)
H (-0.687, 0.247, 0.975)
C (-0.898, -6.454, 3.459)
C (-0.958, -5.410, 2.371)
C (0.495, -5.114, 1.900)
O (-1.642, -5.867, 1.267)
H (-0.218, -6.159, 4.258)
H (-0.573, -7.431, 3.101)
H (-1.875, -6.535, 3.940)
H (-1.368, -4.459, 2.719)
H (0.534, -4.521, 0.986)
H (1.053, -6.038, 1.751)
H (1.004, -4.516, 2.657)
H (-2.492, -6.186, 1.585)
C (-3.256, -2.184, -0.781)
C (-4.678, -2.403, -0.221)
C (-4.766, -3.145, 1.103)
O (-5.358, -1.166, -0.027)
H (-3.241, -1.733, -1.773)
H (-2.718, -3.133, -0.791)
H (-2.660, -1.547, -0.124)
H (-5.229, -2.986, -0.963)
H (-5.789, -3.066, 1.471)
H (-4.079, -2.761, 1.857)
H (-4.620, -4.218, 0.966)
H (-5.603, -0.877, -0.911)
C (-4.632, 3.097, -2.282)
C (-3.696, 2.394, -3.228)
C (-2.567, 1.697, -2.433)
O (-4.434, 1.400, -3.913)
H (-5.431, 3.546, -2.874)
H (-4.130, 3.915, -1.762)
H (-5.094, 2.406, -1.579)
H (-3.317, 3.143, -3.925)
H (-2.039, 0.947, -3.023)
H (-2.946, 1.248, -1.515)
H (-1.747, 2.354, -2.133)
H (-4.503, 1.742, -4.808)
C (-0.948, 4.558, 1.195)
C (0.261, 4.096, 1.999)
C (-0.060, 3.386, 3.236)
O (1.129, 3.363, 1.128)
H (-1.441, 3.669, 0.795)
H (-0.683, 5.226, 0.378)
H (-1.640, 4.997, 1.915)
H (0.819, 4.993, 2.277)
H (-0.633, 4.001, 3.932)
H (0.842, 3.139, 3.799)
H (-0.598, 2.446, 3.103)
H (0.543, 2.711, 0.726)
C (4.521, 6.551, 0.142)
C (3.371, 5.557, 0.058)
C (2.809, 5.287, -1.375)
O (3.707, 4.312, 0.557)
H (5.234, 6.149, -0.580)
H (4.958, 6.661, 1.133)
H (4.199, 7.553, -0.142)
H (2.519, 5.886, 0.662)
H (2.431, 6.206, -1.827)
H (1.957, 4.608, -1.373)
H (3.586, 4.875, -2.020)
H (2.875, 3.845, 0.696)
C (-2.239, -5.986, -2.668)
C (-0.820, -6.094, -2.229)
C (-0.184, -4.754, -1.898)
O (-0.759, -6.969, -1.144)
H (-2.261, -5.424, -3.603)
H (-2.841, -5.455, -1.927)
H (-2.781, -6.927, -2.755)
H (-0.248, -6.526, -3.053)
H (-0.241, -4.113, -2.779)
H (0.871, -4.892, -1.663)
H (-0.703, -4.338, -1.034)
H (-1.020, -6.475, -0.357)
C (-0.220, -0.375, 4.301)
C (-1.037, -1.368, 3.439)
C (-2.222, -1.986, 4.209)
O (-1.630, -0.561, 2.443)
H (-0.761, 0.430, 4.796)
H (0.652, -0.017, 3.753)
H (0.251, -0.969, 5.090)
H (-0.329, -2.108, 3.065)
H (-2.791, -2.712, 3.630)
H (-2.887, -1.234, 4.634)
H (-1.856, -2.565, 5.060)
H (-2.402, -0.146, 2.841)
C (1.591, 3.652, -4.578)
C (0.925, 2.636, -5.549)
C (-0.538, 2.999, -5.833)
O (1.617, 2.600, -6.783)
H (2.649, 3.407, -4.483)
H (1.155, 3.636, -3.579)
H (1.476, 4.667, -4.962)
H (0.865, 1.692, -5.001)
H (-1.116, 2.993, -4.909)
H (-1.025, 2.295, -6.509)
H (-0.565, 3.998, -6.270)
H (2.553, 2.718, -6.604)

(5)
A molecular structure, C2H3N4 at a distorted geometry. Source: the OMol25 dataset; level of theory: ωB97M-V/def2-TZVPD.

Calculated values
HOMO-LUMO gap (spin up / spin down), eV: 7.9 / 7.9
E_HOMO (spin up / spin down), eV: -15.54 / -15.54
Total charge: +1
DFT total energy, Eh: -296.54719

Positions of all 9 atoms, in Å:
C (1.494, -2.282, 0.189)
C (1.124, -0.135, -0.421)
N (2.309, -0.469, -0.476)
N (2.561, -1.763, -0.250)
N (0.373, -1.806, 0.143)
N (0.307, 0.808, -0.185)
H (-0.635, -1.948, 0.173)
H (-0.684, 1.158, -0.591)
H (0.426, 1.468, 0.623)

(6)
5 unconnected molecules or ions with the total composition C20H55N5O5 at a distorted geometry. Source: the OMol25 dataset; level of theory: ωB97M-V/def2-TZVPD.

Calculated values
HOMO-LUMO gap, eV: 9.9
E_HOMO, eV: -9.19
Total charge: 0
Structure (SMILES): COC[C@H](C)N.COC[C@H](C)N.COC[C@H](C)N.COC[C@H](C)N.COC[C@H](C)N
DFT total energy, Eh: -1444.88291

Positions of all 85 atoms, in Å:
C (-2.441, -3.575, 1.601)
O (-1.234, -2.866, 1.429)
C (-1.444, -1.538, 0.990)
C (-0.091, -0.837, 0.992)
C (-0.245, 0.540, 0.372)
N (0.871, -1.600, 0.122)
H (-2.981, -3.193, 2.476)
H (-2.223, -4.626, 1.785)
H (-3.068, -3.480, 0.709)
H (-1.950, -1.530, 0.017)
H (-2.079, -1.025, 1.734)
H (0.257, -0.803, 2.023)
H (-1.009, 1.159, 0.841)
H (-0.401, 0.480, -0.709)
H (0.726, 1.045, 0.408)
H (0.233, -1.876, -0.625)
H (1.059, -2.466, 0.621)
C (-0.630, -4.822, -1.258)
O (-0.367, -3.831, -2.224)
C (0.970, -3.846, -2.672)
C (1.141, -2.868, -3.811)
C (0.919, -1.444, -3.351)
N (0.178, -3.137, -4.889)
H (-0.259, -5.787, -1.626)
H (-1.708, -4.842, -1.107)
H (-0.177, -4.634, -0.276)
H (1.651, -3.618, -1.832)
H (1.255, -4.868, -2.977)
H (2.163, -2.966, -4.180)
H (1.004, -0.794, -4.225)
H (1.686, -1.114, -2.647)
H (-0.052, -1.285, -2.884)
H (-0.734, -2.780, -4.634)
H (0.071, -4.135, -5.023)
C (-4.765, -0.240, -1.577)
O (-5.836, -0.618, -0.757)
C (-5.755, -1.968, -0.355)
C (-6.707, -2.253, 0.775)
C (-6.211, -1.822, 2.135)
N (-7.011, -3.690, 0.812)
H (-4.875, 0.820, -1.816)
H (-4.773, -0.780, -2.532)
H (-3.802, -0.344, -1.064)
H (-6.047, -2.621, -1.199)
H (-4.709, -2.251, -0.176)
H (-7.600, -1.641, 0.580)
H (-5.804, -0.806, 2.113)
H (-5.424, -2.477, 2.515)
H (-7.009, -1.744, 2.878)
H (-7.611, -3.930, 0.027)
H (-7.612, -3.859, 1.614)
C (3.424, 0.587, 1.745)
O (4.493, 1.274, 2.371)
C (5.478, 1.692, 1.460)
C (6.805, 1.893, 2.174)
C (6.776, 3.075, 3.102)
N (7.922, 2.024, 1.235)
H (2.990, 1.141, 0.907)
H (2.636, 0.452, 2.484)
H (3.784, -0.396, 1.427)
H (5.557, 0.981, 0.629)
H (5.229, 2.678, 1.012)
H (7.055, 0.951, 2.678)
H (7.591, 3.052, 3.819)
H (5.816, 3.181, 3.612)
H (6.840, 3.981, 2.486)
H (7.732, 2.629, 0.444)
H (8.213, 1.134, 0.855)
C (2.840, 3.919, -1.286)
O (1.474, 4.234, -1.220)
C (1.012, 4.397, 0.106)
C (-0.391, 4.949, 0.071)
C (-0.363, 6.451, -0.198)
N (-1.101, 4.747, 1.343)
H (3.024, 3.443, -2.252)
H (3.121, 3.197, -0.509)
H (3.486, 4.802, -1.212)
H (1.037, 3.438, 0.645)
H (1.677, 5.109, 0.619)
H (-0.986, 4.463, -0.703)
H (0.029, 6.980, 0.675)
H (-1.366, 6.847, -0.364)
H (0.248, 6.684, -1.069)
H (-0.894, 3.825, 1.719)
H (-0.728, 5.373, 2.052)